1.
{"formula": "C22H49BrN3O11P2S5", "method": "wB97M-V/def2-TZVPD", "energy_ha": -7106.95169, "largest_force_ev_per_a": 0.72, "charge": 1, "e_above_lowest_ev": 0.000, "symbols": ["C", "C", "C", "O", "C", "N", "P", "N", "C", "Br", "C", "S", "C", "C", "C", "O", "S", "O", "C", "O", "P", "N", "O", "H", "H", "H", "H", "H", "H", "H", "H", "H", "H", "H", "H", "H", "H", "H", "H", "H", "H", "H", "H", "H", "H", "H", "H", "H", "C", "C", "C", "S", "O", "O", "C", "H", "H", "H", "H", "H", "H", "H", "H", "C", "C", "C", "S", "O", "O", "C", "H", "H", "H", "H", "H", "H", "H", "H", "C", "C", "C", "S", "O", "O", "C", "H", "H", "H", "H", "H", "H", "H", "H"], "positions_angstrom": [[5.8934, -1.3178, 0.4735], [5.8334, -0.2385, -0.6032], [4.4448, -0.0249, -1.1813], [3.4537, -0.1791, -0.1461], [2.1442, -0.0847, -0.5309], [1.6487, -1.4895, -0.9648], [1.0324, -1.3097, -2.7057], [-0.2656, -0.5629, -2.9503], [0.7587, -2.2541, 0.0035], [-0.1657, -3.6330, -1.0139], [1.7136, -2.9392, 1.0162], [3.0952, -3.8496, 0.2937], [2.5318, -5.5806, 0.3293], [3.0167, -6.3510, -0.8976], [-0.3360, -1.3087, 0.6797], [-1.5384, -1.4286, 0.0209], [-0.5490, -1.7321, 2.4539], [-0.0010, 0.0556, 0.4891], [1.3133, 0.5003, 0.6120], [1.8028, 0.1092, 1.8657], [1.3977, 2.4157, 0.3548], [-0.0862, 2.5768, -0.3969], [1.3129, 2.8521, 1.9312], [6.9148, -1.4176, 0.8354], [5.5945, -2.2919, 0.0838], [5.2619, -1.0763, 1.3253], [6.2173, 0.7039, -0.2134], [6.4762, -0.5354, -1.4321], [4.3310, 0.9820, -1.5906], [4.2511, -0.7490, -1.9826], [2.0134, 0.5647, -1.4034], [2.5126, -2.0617, -1.0064], [2.2119, -0.6969, -3.1520], [1.2095, -2.6191, -3.1557], [-0.8528, -0.2572, -2.1838], [2.1584, -2.1515, 1.6270], [1.1348, -3.5828, 1.6715], [1.4510, -5.5731, 0.3935], [2.9282, -6.0097, 1.2465], [2.2205, -6.4611, -1.6310], [3.8442, -5.8444, -1.3932], [3.3723, -7.3380, -0.6129], [-2.2217, -1.7054, 0.6527], [-0.9917, -0.5079, 2.7414], [2.6280, 0.5876, 2.0398], [-0.2349, 3.5319, -0.7192], [-0.8946, 2.3011, 0.1505], [0.7438, 2.3053, 2.4921], [-3.7856, 6.9088, 0.4870], [-2.6800, 7.9730, 0.5380], [-1.4625, 7.4013, -0.1980], [-2.1229, 6.2680, -1.4317], [-1.6854, 4.9223, -1.1106], [-1.9004, 6.7690, -2.7584], [-3.8406, 6.4303, -0.9599], [-4.7470, 7.3069, 0.8059], [-3.5346, 6.0741, 1.1448], [-3.0211, 8.8805, 0.0379], [-2.4226, 8.2391, 1.5615], [-0.8747, 8.1498, -0.7232], [-0.8186, 6.8176, 0.4571], [-4.3287, 5.4702, -1.1078], [-4.2769, 7.1784, -1.6214], [-2.6348, 0.8776, -6.1526], [-2.9712, -0.2660, -5.1857], [-4.1041, -1.0809, -5.8175], [-3.9107, -0.8997, -7.6013], [-5.0561, -0.2013, -8.1217], [-3.4984, -2.1503, -8.1819], [-2.5254, 0.2375, -7.5316], [-1.7105, 1.3820, -5.8744], [-3.4352, 1.6201, -6.1516], [-2.0913, -0.8945, -5.0431], [-3.2610, 0.1092, -4.2050], [-4.0595, -2.1425, -5.5879], [-5.0892, -0.6911, -5.5688], [-2.6144, 0.9289, -8.3659], [-1.6185, -0.3585, -7.6321], [0.1782, -2.4892, 8.1474], [-0.4702, -3.6511, 7.3811], [-1.7792, -3.1271, 6.7797], [-1.5312, -1.3626, 6.5188], [-2.4318, -0.6264, 7.3617], [-1.4950, -1.0673, 5.1027], [0.1183, -1.2861, 7.2123], [1.2036, -2.7147, 8.4346], [-0.3853, -2.2777, 9.0578], [0.1989, -3.9811, 6.5838], [-0.6574, -4.5064, 8.0275], [-2.0358, -3.5754, 5.8232], [-2.6183, -3.2192, 7.4664], [0.2326, -0.3217, 7.7015], [0.8235, -1.3769, 6.3858]], "forces_ev_per_angstrom": [[0.1, 0.0, -0.1], [-0.1, -0.1, 0.1], [-0.1, 0.1, -0.1], [0.0, 0.0, 0.2], [0.2, 0.0, 0.2], [-0.5, 0.3, -0.5], [0.0, 0.1, 0.0], [0.2, -0.1, 0.5], [0.3, -0.1, 0.2], [0.1, -0.3, 0.2], [0.0, 0.3, 0.0], [-0.1, 0.1, -0.1], [0.1, 0.0, 0.0], [0.0, 0.1, 0.0], [0.2, 0.0, 0.0], [-0.4, 0.1, 0.0], [0.0, -0.1, -0.1], [-0.1, 0.0, 0.0], [0.1, 0.0, 0.0], [0.2, 0.2, 0.0], [0.2, -0.2, 0.0], [0.2, 0.3, 0.5], [-0.1, -0.2, 0.0], [0.0, 0.0, 0.0], [-0.1, 0.0, 0.0], [0.0, 0.0, 0.0], [0.0, 0.0, 0.0], [0.1, 0.2, 0.0], [0.0, 0.0, -0.1], [0.0, -0.1, 0.1], [-0.1, -0.1, -0.1], [0.0, -0.2, -0.1], [0.1, 0.0, -0.1], [0.0, -0.1, 0.0], [-0.2, 0.1, -0.2], [-0.1, 0.0, 0.0], [0.0, -0.1, 0.0], [-0.1, 0.0, 0.0], [0.0, 0.0, 0.0], [0.0, 0.0, 0.0], [0.1, 0.0, 0.0], [-0.1, -0.1, 0.0], [0.2, 0.1, -0.2], [-0.1, 0.1, 0.1], [-0.1, -0.1, 0.0], [-0.1, -0.1, -0.3], [-0.1, -0.2, -0.2], [0.0, 0.1, 0.0], [0.0, 0.0, 0.0], [0.0, 0.0, 0.0], [0.0, 0.1, 0.0], [0.0, 0.0, 0.0], [0.0, 0.0, 0.1], [0.0, 0.0, -0.1], [0.0, 0.0, 0.0], [0.0, 0.0, 0.0], [0.0, 0.0, 0.0], [0.0, 0.0, 0.0], [0.0, 0.0, 0.0], [0.0, 0.0, 0.0], [0.0, 0.0, 0.0], [0.0, 0.0, 0.0], [0.0, 0.0, 0.0], [0.0, 0.0, 0.0], [0.0, 0.0, 0.0], [0.1, 0.0, 0.1], [0.0, 0.0, 0.0], [0.0, 0.0, 0.0], [0.0, 0.0, 0.0], [0.0, 0.0, 0.0], [0.0, 0.0, 0.0], [0.0, 0.0, 0.0], [0.0, 0.0, 0.0], [0.0, 0.0, 0.0], [0.0, 0.0, 0.0], [0.0, 0.0, 0.0], [0.0, 0.0, 0.0], [0.0, 0.0, 0.0], [0.0, 0.0, 0.0], [0.0, 0.0, 0.0], [0.1, -0.1, 0.0], [0.0, 0.0, 0.0], [0.0, 0.0, 0.0], [0.1, 0.0, -0.1], [0.1, 0.0, 0.0], [0.0, 0.0, 0.0], [0.0, 0.0, 0.0], [0.0, 0.0, 0.0], [0.0, 0.0, 0.0], [0.0, 0.0, 0.0], [0.0, 0.0, 0.0], [0.0, 0.0, 0.0], [0.0, 0.0, 0.0]]}



2.
{"formula": "C22H49N2OP3RuS", "method": "wB97M-V/def2-TZVPD", "energy_ha": -2567.90283, "multiplicity": 5, "largest_force_ev_per_a": 5.41, "s_squared": 6.04, "charge": 4, "e_above_lowest_ev": 1.379, "symbols": ["Ru", "P", "P", "P", "H", "C", "C", "H", "C", "C", "C", "C", "C", "C", "C", "C", "C", "H", "H", "H", "H", "H", "H", "H", "H", "H", "H", "H", "H", "H", "H", "H", "H", "H", "H", "H", "H", "H", "H", "H", "H", "H", "H", "H", "H", "H", "C", "C", "C", "C", "C", "C", "O", "H", "H", "H", "H", "H", "H", "C", "C", "N", "C", "S", "N", "C", "C", "H", "H", "H", "H", "H", "H", "H", "H", "H", "H", "H", "H"], "positions_angstrom": [[0.4965, 0.5189, -0.7580], [1.7360, 1.4248, 0.7816], [-0.8377, 2.1678, -1.1929], [2.1302, -0.5641, -2.1766], [-1.3451, -2.9455, -0.1799], [-0.3659, -3.4500, -0.1956], [0.3222, -3.5664, 0.9576], [-0.2251, -3.6168, 1.8930], [1.0452, 2.0634, 2.3622], [2.5072, 2.9221, 0.0092], [2.9709, 0.2049, 1.3788], [-2.6272, 1.9694, -1.5999], [-1.0832, 3.5905, -0.0387], [-0.0987, 2.7064, -2.7939], [2.8846, -2.0556, -1.4379], [3.4847, 0.6611, -2.4027], [1.8395, -1.1582, -3.8774], [0.0797, -3.7262, -1.1797], [1.4055, -3.6460, 0.9770], [0.9923, 1.1941, 3.0262], [0.0243, 2.4498, 2.2188], [1.6952, 2.8232, 2.8234], [1.7457, 3.5005, -0.5130], [3.2476, 2.6082, -0.7202], [2.9726, 3.5425, 0.7705], [2.4409, -0.7496, 1.5340], [3.3935, 0.5345, 2.3429], [3.7697, 0.0319, 0.6441], [-2.7712, 2.2401, -2.6552], [-3.2550, 2.5645, -0.9217], [-2.8631, 0.9237, -1.4186], [-1.6528, 4.3796, -0.5743], [-0.1135, 3.9481, 0.3451], [-1.6898, 3.1899, 0.7984], [-0.6915, 3.5367, -3.2272], [-0.1130, 1.8333, -3.4809], [0.9558, 2.9975, -2.6119], [3.7544, -2.3534, -2.0364], [2.1437, -2.8673, -1.4523], [3.1773, -1.8410, -0.4042], [4.1442, 0.3447, -3.2200], [4.0648, 0.7334, -1.4780], [3.0460, 1.6358, -2.6550], [2.8118, -1.3224, -4.3835], [1.2288, -0.4457, -4.4524], [1.3012, -2.1185, -3.8330], [-1.8046, -1.1276, -3.1714], [-2.9104, -0.4274, -3.6875], [-3.3129, -0.7082, -5.0013], [-2.9079, -1.8869, -5.6289], [-1.9387, -2.6526, -5.0107], [-1.4120, -2.3336, -3.7543], [-1.0750, -0.5356, -2.1612], [-0.2819, -1.0902, -1.7677], [-3.4586, 0.3091, -3.1210], [-4.0188, -0.0747, -5.5126], [-3.3437, -2.1641, -6.5944], [-1.6100, -3.5732, -5.4629], [-0.6692, -2.9366, -3.2645], [-1.5179, -2.4188, 4.8073], [-0.1843, -1.6942, 4.6471], [-0.0376, -0.9895, 3.3956], [-0.9983, -0.1747, 2.8670], [-1.1727, 0.0200, 1.0700], [-1.8922, 0.4076, 3.6737], [-1.6441, 0.9006, 5.1159], [-0.3183, 1.5715, 5.3752], [-2.3892, -1.7382, 4.8564], [-1.5098, -2.9950, 5.7543], [-1.6888, -3.1669, 4.0097], [-0.0258, -1.0397, 5.5041], [0.6096, -2.4457, 4.6763], [0.4863, -1.4495, 2.6729], [-2.7685, 0.7450, 3.2391], [-2.4695, 1.6077, 5.2893], [-1.8242, 0.0339, 5.7650], [-0.1804, 2.4679, 4.7541], [-0.3288, 1.8721, 6.4326], [0.5192, 0.8735, 5.2413]], "forces_ev_per_angstrom": [[-1.3, -3.1, 0.0], [2.0, 2.2, 2.4], [-2.7, 4.7, -0.3], [2.1, -0.6, -0.2], [0.0, -1.2, -0.1], [0.6, 0.8, 0.2], [-0.4, 0.1, -1.1], [0.1, 0.6, 0.1], [-0.4, -0.3, -0.3], [0.0, -0.8, -0.2], [-0.1, 0.0, -0.3], [0.4, -0.8, 0.3], [0.6, -0.2, -0.2], [0.3, -0.1, 0.2], [-0.1, 0.2, 0.1], [-0.3, -0.2, 0.0], [-0.7, 0.1, -0.2], [-0.2, 0.5, 0.8], [-0.2, -0.9, 0.0], [0.1, 0.4, -0.1], [0.5, 0.0, 0.1], [-0.1, -0.2, -0.4], [0.0, 0.0, 0.1], [0.1, 0.2, 0.1], [0.1, 0.0, 0.2], [0.2, 0.3, 0.0], [-0.1, 0.0, -0.4], [-0.2, 0.1, 0.3], [-0.1, 0.0, 0.4], [0.3, 0.0, -0.4], [-0.3, 0.1, 0.0], [0.5, -0.3, 0.4], [-0.6, 0.2, -0.1], [0.3, 0.3, -0.5], [0.4, -0.3, 0.2], [0.0, 0.6, 0.2], [-0.6, 0.1, -0.4], [-0.1, 0.1, 0.2], [0.3, 0.2, 0.1], [0.0, -0.3, -0.3], [-0.1, 0.0, 0.2], [0.0, 0.1, -0.2], [0.3, -0.2, 0.0], [-0.5, 0.1, 0.3], [0.3, -0.2, 0.0], [0.3, 0.3, -0.1], [0.1, 0.6, -0.3], [1.4, -0.2, 1.3], [-0.9, -1.5, -1.1], [0.2, -0.2, -0.4], [-1.4, -0.9, -1.5], [0.2, 1.9, 1.1], [1.2, -1.2, 1.3], [-2.2, -0.2, -1.5], [0.2, 0.1, -0.1], [-0.1, 0.3, 0.0], [0.4, 0.1, 0.3], [0.1, -0.2, -0.3], [0.1, -0.4, 0.1], [-0.6, -0.5, 0.2], [-0.2, -1.1, 1.3], [-1.4, 1.8, -2.0], [-0.1, -1.0, 1.3], [0.3, -0.3, 0.7], [0.5, 0.8, -0.7], [-1.1, -0.6, -0.4], [0.1, -0.1, -0.1], [0.5, -0.5, -0.1], [0.1, 0.4, -0.5], [0.1, 0.4, 0.3], [0.2, 0.0, -0.2], [0.0, 0.2, 0.0], [0.3, -0.2, 0.0], [1.0, -0.1, 0.3], [0.3, -0.3, -0.1], [0.1, 0.4, 0.0], [0.0, -0.3, 0.3], [0.1, 0.0, -0.3], [-0.1, 0.4, 0.0]]}



3.
{"formula": "C22H49N2P3ReS2", "method": "wB97M-V/def2-TZVPD", "energy_ha": -2874.37347, "multiplicity": 4, "largest_force_ev_per_a": 4.07, "s_squared": 3.80, "charge": 4, "symbols": ["Re", "P", "P", "P", "H", "C", "C", "H", "C", "C", "C", "C", "C", "C", "C", "C", "C", "H", "H", "H", "H", "H", "H", "H", "H", "H", "H", "H", "H", "H", "H", "H", "H", "H", "H", "H", "H", "H", "H", "H", "H", "H", "H", "H", "H", "H", "C", "C", "C", "C", "C", "C", "S", "H", "H", "H", "H", "H", "H", "C", "C", "N", "C", "S", "N", "C", "C", "H", "H", "H", "H", "H", "H", "H", "H", "H", "H", "H", "H"], "positions_angstrom": [[-0.2455, -0.8095, 0.9864], [-2.2505, -0.3270, 1.9868], [0.8168, 1.3276, 1.4247], [1.1134, -1.6080, 2.8171], [-0.2501, -3.7575, -0.5316], [-0.0213, -3.1611, 0.3761], [-1.2097, -2.6817, 1.0419], [-2.1100, -2.6941, 0.3817], [-3.5080, 0.1178, 0.7170], [-2.4391, 1.0572, 3.1813], [-3.2371, -1.6163, 2.8947], [2.3950, 1.4105, 0.5021], [-0.0804, 2.8185, 0.8444], [1.3349, 1.9821, 3.0684], [1.3177, -3.4086, 3.1825], [0.6287, -1.0076, 4.4928], [2.9077, -1.1602, 2.7004], [0.9928, -3.1612, 0.7968], [-1.4519, -3.1298, 2.0221], [-3.5023, -0.6199, -0.0969], [-3.2873, 1.1094, 0.2974], [-4.5072, 0.1327, 1.1761], [-2.1579, 2.0167, 2.7316], [-1.8237, 0.8802, 4.0741], [-3.4932, 1.1021, 3.4891], [-3.5762, -2.3881, 2.1929], [-4.1268, -1.1656, 3.3502], [-2.6300, -2.0916, 3.6760], [2.6522, 2.4676, 0.3579], [2.3026, 0.9089, -0.4690], [3.1898, 0.9104, 1.0650], [0.2378, 3.6822, 1.4427], [-1.1658, 2.6980, 0.9537], [0.1573, 2.9988, -0.2116], [1.7085, 3.0038, 2.9147], [2.1359, 1.3970, 3.5300], [0.4809, 2.0275, 3.7555], [1.4860, -3.5488, 4.2590], [2.1844, -3.8026, 2.6346], [0.4274, -3.9730, 2.8883], [1.1727, -1.6028, 5.2375], [-0.4499, -1.1412, 4.6471], [0.8785, 0.0500, 4.6232], [3.4913, -1.8713, 3.2989], [3.1081, -0.1474, 3.0619], [3.2476, -1.2351, 1.6613], [1.3450, -3.2790, -3.4732], [2.5954, -3.5277, -2.8832], [3.7534, -3.1016, -3.5251], [3.6620, -2.4066, -4.7395], [2.4164, -2.0326, -5.2533], [1.2475, -2.4417, -4.5875], [-0.0860, -4.0170, -2.8470], [0.5260, -4.7784, -1.9630], [2.6175, -4.0714, -1.9348], [4.7355, -3.3410, -3.0954], [4.5799, -2.1627, -5.3065], [2.3186, -1.4478, -6.1707], [0.2403, -2.1799, -4.9197], [-3.8391, 3.4475, -1.5566], [-2.4014, 3.1976, -1.9955], [-2.0967, 1.7519, -1.9997], [-0.8532, 1.2738, -1.8713], [-0.6386, -0.3752, -1.3256], [0.2323, 2.0233, -2.2311], [0.2713, 2.7563, -3.5299], [1.0517, 4.0355, -3.3980], [-4.5530, 3.0448, -2.2850], [-3.9902, 4.5327, -1.5054], [-4.0504, 3.0262, -0.5653], [-2.2559, 3.6140, -3.0094], [-1.6828, 3.7200, -1.3321], [-2.8555, 1.0929, -1.8062], [1.1110, 1.5308, -2.0492], [0.7456, 2.0792, -4.2516], [-0.7500, 2.9332, -3.8656], [2.1265, 3.8444, -3.3595], [0.8668, 4.6550, -4.2763], [0.7658, 4.6143, -2.5146]], "forces_ev_per_angstrom": [[1.6, 0.2, -2.7], [-3.6, 0.4, 1.8], [0.7, 2.1, 0.8], [1.7, -0.6, 2.7], [0.7, 1.6, 0.4], [-1.7, 1.3, 0.1], [-0.1, -3.3, 0.2], [0.6, -0.3, 0.5], [0.3, 0.1, -0.5], [0.7, 0.1, -0.1], [0.7, -0.3, -0.3], [0.0, -0.3, -0.2], [-0.4, 0.0, -0.3], [-0.1, -0.3, 0.2], [-0.5, -0.2, -0.6], [-0.2, 0.3, -0.3], [-0.2, 0.1, -0.3], [-0.7, -0.9, 0.0], [0.2, 0.8, -0.2], [-0.1, 0.1, 0.2], [-0.1, -0.3, 0.2], [0.4, 0.0, 0.0], [-0.1, -0.2, 0.2], [-0.2, 0.1, -0.2], [0.3, -0.1, -0.2], [0.1, 0.2, 0.2], [0.3, 0.1, -0.1], [-0.2, 0.1, -0.1], [0.0, -0.2, 0.0], [0.1, 0.1, 0.2], [-0.1, 0.2, -0.2], [-0.1, -0.2, -0.2], [0.2, 0.1, -0.1], [-0.1, 0.0, 0.5], [-0.1, -0.3, 0.0], [-0.3, 0.2, -0.1], [0.2, 0.1, -0.2], [0.0, 0.2, -0.3], [-0.3, 0.1, 0.1], [0.2, -0.1, 0.2], [-0.1, 0.2, -0.2], [0.3, 0.0, 0.1], [-0.1, -0.3, 0.0], [-0.2, 0.2, 0.0], [0.0, -0.3, -0.1], [0.0, -0.1, 0.2], [-0.7, -0.5, 0.9], [1.5, -0.1, 0.1], [-0.3, -0.7, 1.2], [0.6, 0.2, -0.7], [-1.8, -0.1, 0.3], [0.5, 0.8, -1.5], [0.3, 0.7, -1.5], [0.4, -0.6, 0.3], [0.3, 0.0, -0.4], [-0.5, 0.1, -0.2], [-0.6, -0.1, 0.5], [0.2, -0.2, 0.3], [0.4, 0.0, -0.3], [0.0, 0.0, -0.1], [-0.2, 0.8, -0.6], [1.4, -0.6, 0.7], [-0.1, 1.7, -0.7], [0.3, -0.7, 0.3], [-1.0, -1.9, 0.1], [0.0, 0.2, -0.2], [0.2, 0.4, -0.1], [0.1, 0.1, 0.2], [-0.1, -0.3, 0.0], [0.0, 0.1, -0.2], [-0.2, -0.2, 0.5], [-0.3, -0.4, -0.3], [0.3, 0.4, -0.2], [-0.4, 0.3, 0.0], [-0.2, 0.1, 0.1], [0.2, -0.1, 0.1], [-0.1, 0.0, 0.1], [0.1, 0.0, 0.0], [-0.1, -0.1, -0.1]]}